# 1
The following is a quantum chemistry calculation of C4H10N4 in the gas phase, from OMol25.

Last column: Löwdin charge in e.
Atoms and positions in Å:
1 H -3.3899 1.7333 0.7010  0.0443
2 N -2.3731 1.6116 0.7496  0.0636
3 C -1.9813 0.5558 0.1407  -0.3842
4 N -2.7956 -0.3175 -0.5181  0.0865
5 C -0.1927 0.4175 0.2450  -0.4058
6 N 0.3770 1.5012 0.5532  0.1234
7 H -0.3731 2.1742 0.8078  0.0427
8 N 0.1257 -0.7607 -0.2814  0.0371
9 C 1.7066 -1.1947 0.0773  -0.1583
10 C 2.7532 -0.1513 -0.2121  -0.1356
11 H -2.3633 -0.8145 -1.2866  0.0828
12 H -3.7261 0.0162 -0.7476  0.0955
13 H -0.4667 -1.5195 0.0426  0.1067
14 H 1.8468 -2.0739 -0.5546  0.0912
15 H 1.7290 -1.5198 1.1195  0.0999
16 H 2.7713 0.6224 0.5609  0.0580
17 H 3.7526 -0.6043 -0.2125  0.0737
18 H 2.5996 0.3239 -1.1848  0.0785

## Properties
E_LUMO: 0.8 eV
Largest force on an atom: 5.8 eV Å⁻¹
E: -377.38327 Eh
SMILES: [H]/N=C(N)/C(=N\[H])NCC
Net charge: 0
Kohn-Sham gap: 0.36362 hartree

---

# 2
The following is a quantum chemistry calculation of 2 unconnected molecules or ions with the total composition C4H10N4, from OMol25.

Last column: Löwdin charge in e.
Atoms and positions in Å:
1 H -1.4528 -1.5918 -1.4452  0.0393
2 N -0.6723 -1.8686 -0.8612  0.1106
3 C -0.3824 -1.0378 0.0554  -0.4919
4 C -1.1615 0.2429 0.3614  -0.1084
5 C -0.3728 1.4357 0.1209  -0.2954
6 N 0.2159 2.4317 0.2467  0.1459
7 N 0.7823 -1.2169 0.7352  -0.0180
8 C 1.1533 -0.5671 1.9706  -0.0893
9 H -1.4899 0.2356 1.4058  0.1282
10 H -2.0391 0.2800 -0.2856  0.1189
11 H 1.2100 -2.1107 0.5434  0.1301
12 H 2.1912 -0.8099 2.1901  0.0863
13 H 0.5409 -0.9014 2.8179  0.0848
14 H 1.0623 0.5145 1.8746  0.0625
15 N -0.0854 1.1964 -2.2949  0.0182
16 H 0.4740 0.3482 -2.3146  0.0241
17 H -0.4194 1.4031 -3.2325  0.0239
18 H 0.4458 2.0163 -1.8881  0.0301

## Properties
E_LUMO: 0.8 eV
Largest force on an atom: 2.8 eV Å⁻¹
E: -377.41061 Eh
SMILES: [H]/N=C(\CC#N)NC.N
Net charge: 0
Kohn-Sham gap: 0.36409 hartree

---

# 3
The following is a quantum chemistry calculation of C4H10N4 in the gas phase, from OMol25.

Last column: Löwdin charge in e.
Atoms and positions in Å:
1 C 1.5504 0.5348 -0.6102  -0.2497
2 C -2.0029 -0.8274 0.3303  -0.0571
3 N 1.3989 -1.1783 1.5480  0.0524
4 N 0.2374 -1.2696 1.2785  -0.1746
5 N 2.0098 1.3314 0.5118  -0.0065
6 C 0.0692 0.2456 -0.6028  -0.2782
7 C -0.5230 -0.5683 0.3082  -0.2628
8 N -0.6724 0.9457 -1.5159  0.1273
9 H 2.0271 0.7141 1.3277  0.0246
10 H -0.4024 -1.9630 1.7868  0.1402
11 H 1.3636 2.0952 0.6990  0.0701
12 H -1.6218 0.6601 -1.6840  0.0835
13 H -0.1828 1.3362 -2.3041  0.0943
14 H 1.8098 1.0574 -1.5373  0.1041
15 H 2.0953 -0.4128 -0.5633  0.1058
16 H -2.3509 -1.2517 -0.6142  0.0788
17 H -2.2453 -1.5389 1.1214  0.0672
18 H -2.5598 0.0895 0.5202  0.0806

## Properties
E_LUMO: 0.8 eV
Largest force on an atom: 1.5 eV Å⁻¹
E: -377.33755 Eh
Net charge: 0
Kohn-Sham gap: 0.30959 hartree

---

# 4
The following is a quantum chemistry calculation of C4H10N4 in the gas phase, from OMol25.

Last column: Löwdin charge in e.
Atoms and positions in Å:
1 H -2.9835 -0.0076 1.2664  0.0329
2 N -2.6258 -0.7276 0.6522  0.1181
3 C -1.5861 -0.2889 0.0622  -0.5361
4 C -0.7401 -1.2377 -0.7483  -0.0691
5 C 0.6025 -0.9389 -0.9418  -0.1362
6 N 1.6650 -0.0917 -0.2701  -0.1667
7 C 1.6481 0.0202 1.2351  -0.1419
8 N -1.0107 0.9730 0.2702  -0.1088
9 N -0.6819 1.7818 -1.0352  -0.0285
10 H -1.1295 -2.2007 -1.0881  0.0995
11 H 1.1655 -1.7294 -1.4973  0.1001
12 H 2.5880 0.0307 -0.7431  0.1114
13 H 1.2843 1.0533 1.6361  0.0662
14 H 2.8260 -0.1565 1.5134  0.1084
15 H 0.9048 -0.9781 1.3902  0.1349
16 H -1.2078 1.6897 1.1453  0.1914
17 H 0.4109 1.8233 -1.0162  0.0647
18 H -1.1295 0.9851 -1.8310  0.1599

## Properties
E_LUMO: 0.6 eV
Largest force on an atom: 4.9 eV Å⁻¹
E: -377.23901 Eh
SMILES: [H]/N=C(/C=C\NC)NN
Net charge: 0
Kohn-Sham gap: 0.33114 hartree

---

> Which of these has the highest largest force on an atom?

number 1

---

> Look up the Kohn-Sham gap of the first one.

0.36362 hartree